No. 1
Entry from the OMol25 dataset: 4 unconnected molecules or ions with the total composition C3H14N2O4 at a distorted geometry (wB97M-V/def2-TZVPD).

The value obtained for the highest occupied orbital energy is -9.16 eV. The LUMO energy is 0.52 eV. The calculation puts the energy above the lowest of the compared OMol25 structures with the same formula, charge and spin at 68.2 kcal per mole. The value obtained for the gap between HOMO and LUMO is 9.7 eV.

Each line ends with the natural charge from an NBO analysis.
Positions of all 23 atoms, in Å:
C (1.21, 0.50, -2.47)  -0.40
N (1.08, 0.35, -0.98)  -0.65
C (0.56, -0.85, -0.60)  -0.28
C (-0.10, -0.91, 0.90)  0.69
N (-1.29, -0.46, 1.25)  -0.81
O (0.49, -1.53, 1.80)  -0.68
H (0.93, 1.41, -2.90)  0.20
H (0.71, -0.41, -2.91)  0.17
H (2.29, 0.40, -2.76)  0.19
H (2.07, 0.57, -0.51)  0.39
H (1.40, -1.63, -0.56)  0.19
H (-0.24, -1.27, -1.16)  0.19
H (-1.73, 0.29, 0.67)  0.39
H (-1.54, -0.79, 2.09)  0.41
O (-1.69, -1.40, -3.02)  -0.92
H (-2.16, -1.54, -2.15)  0.47
H (-0.91, -0.90, -2.79)  0.46
O (-0.96, 2.91, 0.79)  -0.93
H (-0.25, 2.77, 0.20)  0.47
H (-1.20, 2.01, 1.08)  0.46
O (0.87, 0.79, 2.52)  -0.95
H (1.25, -0.05, 2.99)  0.49
H (1.13, 1.39, 3.19)  0.46

No. 2
Entry from the OMol25 dataset: a molecular structure, C41H66GeMnN4OP3S (wB97M-V/def2-TZVPD).

The value obtained for the highest occupied orbital energy (alpha / beta) is -14.97 / -14.90 eV. The LUMO energy (alpha / beta) is -8.65 / -9.92 eV. The multiplicity is 6. The value obtained for the gap between HOMO and LUMO (alpha / beta) is 6.3 / 5.0 eV. As for the total charge: +3.

Each line ends with the Löwdin charge.
Positions of all 118 atoms, in Å:
Mn (-0.21, -0.16, -1.28)  0.39
C (3.60, -1.97, -0.64)  -0.10
C (2.60, -2.85, -1.37)  -0.53
C (2.96, -4.33, -1.18)  -0.08
P (0.87, -2.46, -0.85)  1.03
C (0.86, -2.82, 0.97)  -0.29
N (0.29, -1.78, 1.81)  -0.08
Ge (0.16, 0.17, 1.23)  0.90
N (-1.29, 1.23, 1.75)  -0.18
C (-2.39, 1.63, 0.90)  -0.38
P (-2.51, 0.58, -0.60)  1.02
C (-3.73, -0.73, -0.15)  -0.52
C (-3.24, -1.46, 1.10)  -0.12
C (-5.16, -0.22, 0.08)  -0.08
C (-3.21, 1.67, -1.91)  -0.52
C (-4.14, 2.78, -1.42)  -0.08
C (-3.88, 0.82, -2.99)  -0.10
C (-1.13, 1.98, 2.93)  -0.21
C (-1.78, 3.17, 3.23)  0.00
C (-1.49, 3.83, 4.42)  -0.04
C (-0.55, 3.33, 5.31)  -0.04
C (0.10, 2.13, 5.03)  0.01
C (-0.20, 1.47, 3.85)  -0.17
N (0.37, 0.19, 3.47)  -0.05
C (-0.36, -0.96, 3.90)  -0.13
C (-1.09, -1.05, 5.06)  0.04
C (-1.63, -2.29, 5.41)  0.02
C (-1.43, -3.42, 4.60)  -0.02
C (-0.74, -3.34, 3.42)  0.03
C (-0.24, -2.07, 3.00)  -0.21
C (1.82, 0.07, 3.63)  -0.17
C (2.40, -0.38, 4.80)  0.00
C (3.78, -0.39, 4.91)  -0.04
C (4.55, 0.06, 3.85)  -0.04
C (3.96, 0.51, 2.67)  0.00
C (2.58, 0.50, 2.54)  -0.22
N (1.86, 0.88, 1.39)  -0.16
C (2.64, 1.43, 0.31)  -0.36
P (1.73, 1.55, -1.30)  1.03
C (3.01, 1.17, -2.59)  -0.52
C (4.42, 1.65, -2.28)  -0.08
C (2.55, 1.67, -3.96)  -0.09
C (1.24, 3.33, -1.44)  -0.53
C (0.30, 3.66, -0.29)  -0.10
C (2.40, 4.33, -1.46)  -0.08
C (-0.16, -3.82, -1.54)  -0.54
C (-1.62, -3.66, -1.16)  -0.10
C (0.03, -3.91, -3.06)  -0.09
H (4.55, -1.97, -1.17)  0.10
H (3.80, -2.33, 0.37)  0.09
H (3.26, -0.94, -0.57)  0.02
H (2.62, -2.61, -2.44)  0.11
H (2.87, -4.63, -0.14)  0.09
H (4.00, -4.48, -1.46)  0.10
H (2.36, -5.00, -1.79)  0.07
H (1.90, -2.96, 1.30)  0.11
H (0.35, -3.77, 1.11)  0.09
H (-2.29, 2.67, 0.58)  0.07
H (-3.33, 1.57, 1.45)  0.11
H (-3.74, -1.42, -0.99)  0.10
H (-3.38, -0.84, 1.99)  0.09
H (-2.19, -1.74, 1.05)  0.02
H (-3.83, -2.37, 1.24)  0.10
H (-5.20, 0.52, 0.88)  0.08
H (-5.78, -1.06, 0.40)  0.10
H (-5.62, 0.20, -0.81)  0.06
H (-2.32, 2.15, -2.35)  0.10
H (-4.99, 2.40, -0.86)  0.08
H (-4.55, 3.31, -2.29)  0.10
H (-3.63, 3.52, -0.81)  0.07
H (-4.84, 0.43, -2.65)  0.08
H (-3.26, -0.02, -3.28)  0.04
H (-4.08, 1.44, -3.87)  0.09
H (-2.52, 3.60, 2.56)  0.11
H (-2.00, 4.75, 4.64)  0.12
H (-0.32, 3.87, 6.21)  0.12
H (0.84, 1.73, 5.70)  0.13
H (-1.20, -0.20, 5.71)  0.14
H (-2.18, -2.38, 6.33)  0.13
H (-1.84, -4.37, 4.92)  0.13
H (-0.62, -4.22, 2.81)  0.12
H (1.78, -0.71, 5.63)  0.13
H (4.25, -0.73, 5.82)  0.12
H (5.63, 0.08, 3.93)  0.12
H (4.60, 0.86, 1.88)  0.11
H (3.53, 0.83, 0.12)  0.05
H (3.02, 2.43, 0.57)  0.11
H (3.02, 0.07, -2.63)  0.09
H (4.48, 2.73, -2.19)  0.07
H (5.08, 1.36, -3.10)  0.10
H (4.84, 1.21, -1.37)  0.07
H (2.45, 2.75, -3.99)  0.08
H (1.61, 1.23, -4.26)  0.01
H (3.30, 1.39, -4.71)  0.10
H (0.69, 3.40, -2.38)  0.11
H (0.82, 3.67, 0.67)  0.09
H (-0.52, 2.94, -0.20)  0.02
H (-0.14, 4.65, -0.44)  0.10
H (3.04, 4.23, -0.59)  0.08
H (1.99, 5.34, -1.44)  0.10
H (3.02, 4.25, -2.35)  0.07
H (0.23, -4.74, -1.08)  0.12
H (-2.04, -2.73, -1.58)  0.06
H (-1.78, -3.65, -0.08)  0.06
H (-2.20, -4.49, -1.57)  0.10
H (-0.24, -2.95, -3.52)  0.03
H (-0.63, -4.67, -3.46)  0.10
H (1.04, -4.16, -3.35)  0.08
C (-1.66, -1.41, -5.46)  -0.21
S (-0.40, -0.36, -4.74)  0.93
C (-0.98, 1.22, -5.38)  -0.21
O (-0.69, -0.30, -3.23)  -0.69
H (-2.64, -1.14, -5.07)  0.06
H (-1.43, -2.45, -5.24)  0.05
H (-1.62, -1.25, -6.53)  0.09
H (-0.63, 1.30, -6.41)  0.08
H (-0.50, 1.99, -4.78)  0.05
H (-2.06, 1.29, -5.32)  0.06

No. 3
Entry from the OMol25 dataset: a single C8H6N2 molecule at a distorted geometry (wB97M-V/def2-TZVPD).

The value obtained for the highest occupied orbital energy is -9.41 eV. The LUMO energy is 0.11 eV. The calculation puts the energy above the lowest of the compared OMol25 structures with the same formula, charge and spin at 10.6 kcal per mole. The value obtained for the gap between HOMO and LUMO is 9.5 eV.

Each line ends with the natural charge from an NBO analysis.
Positions of all 16 atoms, in Å:
C (0.30, -0.99, 1.87)  -0.20
C (1.05, 0.24, 1.85)  -0.19
C (0.96, 1.07, 0.79)  -0.18
C (0.25, 0.67, -0.37)  -0.08
C (0.18, 1.44, -1.56)  0.04
N (-0.54, 1.10, -2.59)  -0.23
N (-1.36, -0.02, -2.56)  -0.23
C (-1.27, -0.80, -1.53)  0.05
C (-0.48, -0.54, -0.39)  -0.10
C (-0.47, -1.37, 0.76)  -0.17
H (0.38, -1.58, 2.80)  0.22
H (1.52, 0.61, 2.72)  0.22
H (1.50, 1.98, 0.73)  0.22
H (0.81, 2.33, -1.69)  0.20
H (-1.81, -1.79, -1.62)  0.20
H (-1.03, -2.34, 0.79)  0.22

No. 4
Entry from the OMol25 dataset: a single C3H3NO molecule at a distorted geometry (wB97M-V/def2-TZVPD).

The value obtained for the highest occupied orbital energy is -10.80 eV. The LUMO energy is -0.04 eV. The calculation puts the energy above the lowest of the compared OMol25 structures with the same formula, charge and spin at 89.6 kcal per mole. The value obtained for the gap between HOMO and LUMO is 10.8 eV.

Each line ends with the natural charge from an NBO analysis.
Positions of all 8 atoms, in Å:
N (2.45, -0.24, 1.07)  -0.26
C (1.52, -0.06, 0.40)  0.22
C (0.40, 0.18, -0.49)  -0.17
C (-0.90, -0.40, -0.16)  -0.10
O (-0.86, 0.95, 0.23)  -0.48
H (-0.04, 1.23, -0.82)  0.39
H (-1.58, -0.66, -0.97)  0.20
H (-0.99, -1.00, 0.74)  0.21

No. 5
Entry from the OMol25 dataset: a molecular structure, C5H7N2OS at a distorted geometry (wB97M-V/def2-TZVPD).

The value obtained for the highest occupied orbital energy (alpha / beta) is -13.09 / -13.09 eV. The LUMO energy (alpha / beta) is -5.28 / -5.28 eV. The calculation puts the energy above the lowest of the compared OMol25 structures with the same formula, charge and spin at 128.7 kcal per mole. The value obtained for the gap between HOMO and LUMO (alpha / beta) is 7.8 / 7.8 eV. As for the total charge: +1.

Each line ends with the natural charge from an NBO analysis.
Positions of all 16 atoms, in Å:
C (0.88, -1.09, -0.81)  -0.01
C (0.01, -2.03, -1.25)  -0.42
C (-1.16, -0.97, 0.85)  0.22
C (0.53, 0.83, 0.69)  0.19
C (0.36, 1.73, -0.53)  -0.66
N (0.62, -0.53, 0.38)  -0.33
N (-1.39, 0.01, 1.63)  -0.28
O (-0.37, 1.01, 1.74)  -0.26
S (-1.44, -2.22, -0.24)  0.58
H (1.84, -0.91, -1.40)  0.29
H (0.13, -2.71, -2.05)  0.28
H (1.37, 1.33, 1.12)  0.25
H (-0.48, 1.35, -1.22)  0.21
H (1.22, 1.74, -1.09)  0.23
H (-0.05, 2.69, -0.20)  0.26
H (-2.06, -0.22, 2.37)  0.46

No. 6
Entry from the OMol25 dataset: 12 unconnected molecules or ions with the total composition C4H28O14 at a distorted geometry (wB97M-V/def2-TZVPD).

The value obtained for the highest occupied orbital energy is -9.01 eV. The LUMO energy is -0.26 eV. The calculation puts the energy above the lowest of the compared OMol25 structures with the same formula, charge and spin at 23.7 kcal per mole. The value obtained for the gap between HOMO and LUMO is 8.7 eV.

Each line ends with the natural charge from an NBO analysis.
Positions of all 46 atoms, in Å:
O (-0.48, -2.31, 2.79)  -0.57
C (-0.71, -2.46, 1.61)  0.45
C (-0.10, -1.44, 0.65)  -0.51
C (-0.58, -0.07, 1.09)  -0.42
C (-0.38, 0.95, 0.25)  0.61
O (0.31, 0.91, -0.89)  -0.70
O (-0.83, 2.19, 0.61)  -0.70
H (-1.21, -3.37, 1.24)  0.14
H (0.95, -1.71, 0.79)  0.23
H (-0.43, -1.54, -0.38)  0.23
H (-1.10, 0.02, 2.02)  0.22
H (0.80, 1.75, -1.00)  0.52
H (-0.39, 2.88, 0.10)  0.47
O (-2.78, -1.85, -2.16)  -0.98
H (-3.39, -1.25, -1.73)  0.48
H (-2.62, -1.51, -3.05)  0.50
O (-0.21, -1.80, -3.36)  -0.98
H (0.44, -2.51, -3.39)  0.49
H (-0.68, -1.80, -2.52)  0.49
O (0.55, 2.25, -3.21)  -0.95
H (0.00, 1.80, -3.86)  0.48
H (-0.12, 2.80, -2.78)  0.46
O (-4.13, 1.48, -0.14)  -0.95
H (-4.37, 1.00, 0.67)  0.48
H (-3.63, 2.24, 0.18)  0.47
O (2.43, 2.43, -1.00)  -0.94
H (2.94, 2.83, -1.72)  0.50
H (2.59, 3.02, -0.25)  0.47
O (4.02, -0.18, 1.35)  -0.96
H (4.32, 0.70, 1.12)  0.47
H (3.55, -0.06, 2.18)  0.48
O (2.36, -3.09, -1.24)  -0.95
H (2.78, -2.30, -1.57)  0.48
H (2.17, -2.99, -0.31)  0.47
O (-1.58, 0.55, -3.21)  -0.96
H (-0.71, 0.16, -3.42)  0.49
H (-1.57, 0.31, -2.27)  0.47
O (-3.52, -0.20, 2.83)  -0.95
H (-2.82, 0.28, 3.27)  0.48
H (-3.17, -1.00, 2.42)  0.48
O (2.06, -0.59, 3.30)  -0.97
H (1.15, -0.74, 2.99)  0.49
H (1.93, -1.08, 4.13)  0.49
O (2.81, 2.31, 2.02)  -0.94
H (2.12, 2.51, 1.38)  0.45
H (2.54, 1.49, 2.44)  0.49

No. 7
Entry from the OMol25 dataset: a molecular structure, C19H15Cl2N5O4S6Tl (wB97M-V/def2-TZVPD).

The value obtained for the highest occupied orbital energy is -4.33 eV. The LUMO energy is 1.48 eV. The calculation puts the energy above the lowest of the compared OMol25 structures with the same formula, charge and spin at 4.7 kcal per mole. The value obtained for the gap between HOMO and LUMO is 5.8 eV. As for the total charge: -1.

Each line ends with the Löwdin charge.
Positions of all 52 atoms, in Å:
Tl (-0.13, 0.15, 0.41)  0.41
C (2.85, -3.48, -0.18)  -0.03
C (1.79, -2.52, 0.27)  -0.27
N (1.82, -1.27, 0.00)  -0.04
N (2.87, -0.80, -0.73)  0.00
C (2.94, 0.51, -0.77)  -0.87
N (4.00, 0.99, -1.48)  0.06
S (1.92, 1.68, -0.01)  0.58
C (0.62, -3.01, 1.05)  -0.22
C (0.36, -4.37, 1.22)  -0.01
C (-0.74, -4.75, 1.97)  -0.06
C (-1.53, -3.78, 2.55)  -0.04
C (-1.22, -2.45, 2.32)  -0.10
N (-0.17, -2.09, 1.60)  0.06
H (3.80, -2.95, -0.26)  0.07
H (2.95, -4.31, 0.51)  0.07
H (2.61, -3.87, -1.17)  0.09
H (4.51, 0.34, -2.05)  0.09
H (4.01, 1.97, -1.70)  0.07
H (0.99, -5.11, 0.74)  0.10
H (-0.96, -5.80, 2.10)  0.11
H (-2.40, -4.04, 3.15)  0.11
H (-1.82, -1.64, 2.72)  0.10
S (-5.00, 1.56, 5.87)  0.44
C (-3.90, 1.34, 4.65)  -1.54
S (-4.33, 0.93, 3.04)  0.88
C (-2.72, 0.85, 2.35)  -1.14
C (-1.71, 1.11, 3.20)  -1.17
S (0.00, 1.12, 2.87)  0.48
S (-2.20, 1.48, 4.84)  0.88
S (-2.65, 0.41, 0.66)  0.60
Cl (-1.08, 3.32, -1.52)  0.53
C (-0.62, 2.64, -3.08)  -0.98
Cl (0.11, 1.04, -2.97)  0.59
H (0.10, 3.30, -3.54)  0.02
H (-1.52, 2.54, -3.68)  0.03
O (-2.49, -0.57, -2.13)  -0.04
C (-1.74, -1.50, -1.90)  -0.66
O (-0.72, -1.52, -1.13)  -0.17
C (-2.00, -2.83, -2.59)  -0.09
C (-3.19, -3.02, -3.28)  0.01
C (-3.45, -4.21, -3.94)  0.00
C (-2.49, -5.21, -3.88)  -0.15
C (-1.30, -5.06, -3.20)  0.00
C (-1.06, -3.86, -2.54)  0.00
N (-2.75, -6.48, -4.60)  -0.36
O (-3.80, -6.59, -5.19)  0.06
O (-1.90, -7.35, -4.53)  0.06
H (-3.90, -2.20, -3.30)  0.12
H (-4.37, -4.38, -4.48)  0.11
H (-0.59, -5.87, -3.19)  0.11
H (-0.15, -3.70, -1.98)  0.11

No. 8
Entry from the OMol25 dataset: 2 unconnected molecules or ions with the total composition C31H43N3O4 at a distorted geometry (wB97M-V/def2-TZVPD).

The value obtained for the highest occupied orbital energy is -7.69 eV. The LUMO energy is -1.17 eV. The value obtained for the gap between HOMO and LUMO is 6.5 eV.

Each line ends with the Löwdin charge.
Positions of all 81 atoms, in Å:
C (2.73, 0.25, 2.43)  -0.04
C (1.24, 0.80, 2.52)  -0.30
C (0.95, 2.06, 3.50)  -0.04
N (0.17, 0.30, 1.91)  0.10
C (0.46, -0.07, 0.52)  -0.11
C (-0.16, -1.27, 0.02)  -0.07
C (-1.11, -2.19, 0.89)  -0.13
C (-2.55, -2.50, 0.25)  -0.17
C (-3.19, -1.29, -0.59)  -0.24
N (-3.86, -0.24, 0.24)  -0.09
C (-4.96, 0.46, -0.49)  -0.21
C (-4.75, 2.04, -0.66)  -0.08
C (-4.62, 2.60, -2.12)  -0.03
C (-4.46, 4.13, -2.42)  -0.09
C (-4.42, 5.18, -1.27)  -0.07
C (-4.53, 4.60, 0.18)  -0.02
C (-4.70, 3.08, 0.49)  -0.21
O (-4.82, 2.60, 1.83)  -0.04
C (0.13, -1.68, -1.49)  -0.25
O (-0.68, -2.31, -2.24)  0.02
C (1.51, -1.23, -2.14)  0.06
C (2.11, 0.00, -1.67)  -0.09
C (3.48, 0.44, -2.37)  -0.15
C (4.10, 1.82, -1.85)  -0.21
C (3.80, 3.08, -2.84)  -0.17
C (3.01, 4.28, -2.14)  -0.17
N (3.70, 4.90, -0.98)  -0.14
C (3.14, 6.00, -0.22)  -0.11
C (3.99, 6.49, 0.97)  -0.08
C (5.24, 5.55, 0.88)  -0.09
C (4.98, 4.63, -0.35)  -0.09
C (1.36, 0.78, -0.50)  -0.20
O (1.37, 2.03, -0.33)  0.04
H (2.83, -0.85, 2.15)  0.09
H (3.22, 0.47, 3.46)  0.09
H (3.31, 0.92, 1.68)  0.09
H (-0.19, 2.14, 3.68)  0.09
H (1.27, 3.00, 2.93)  0.09
H (1.51, 1.92, 4.50)  0.07
H (-0.58, -3.22, 0.98)  0.11
H (-1.23, -1.84, 1.99)  0.12
H (-2.51, -3.41, -0.44)  0.10
H (-3.27, -2.73, 1.13)  0.12
H (-4.03, -1.76, -1.25)  0.12
H (-2.48, -0.76, -1.31)  0.12
H (-4.35, -0.72, 1.03)  0.10
H (-5.18, 0.04, -1.54)  0.11
H (-5.94, 0.33, 0.11)  0.13
H (-4.66, 1.91, -3.05)  0.09
H (-4.36, 4.52, -3.50)  0.08
H (-4.31, 6.31, -1.47)  0.09
H (-4.51, 5.33, 1.06)  0.09
H (-3.93, 2.79, 2.23)  0.12
H (2.05, -1.84, -2.96)  0.14
H (3.29, 0.41, -3.51)  0.12
H (4.23, -0.42, -2.18)  0.12
H (5.25, 1.69, -1.87)  0.11
H (3.85, 2.07, -0.76)  0.10
H (4.75, 3.43, -3.41)  0.12
H (3.10, 2.66, -3.66)  0.11
H (2.90, 5.11, -2.94)  0.13
H (1.92, 4.01, -1.86)  0.13
H (2.13, 6.51, -0.42)  0.11
H (3.79, 7.30, 1.73)  0.08
H (6.17, 5.47, 1.53)  0.07
H (5.68, 3.82, -0.76)  0.10
C (0.12, -8.64, 2.26)  -0.08
C (-0.96, -7.57, 2.34)  -0.28
O (-0.55, -6.30, 1.84)  -0.17
C (-0.15, -6.26, 0.47)  -0.28
C (-1.25, -6.68, -0.49)  -0.07
H (1.01, -8.32, 2.80)  0.08
H (-0.24, -9.57, 2.69)  0.08
H (0.42, -8.83, 1.22)  0.06
H (-1.22, -7.42, 3.39)  0.12
H (-1.88, -7.89, 1.84)  0.11
H (0.75, -6.86, 0.33)  0.11
H (0.12, -5.23, 0.26)  0.10
H (-1.56, -7.72, -0.32)  0.07
H (-0.90, -6.60, -1.52)  0.08
H (-2.13, -6.05, -0.36)  0.07

Going through the records in order, we get DFT total energy values of -533.096454; -6545.542252; -417.925947; -245.948783; -777.213755; -1222.502778; -4789.834115; -1671.769973 Ha.